{"formula": "C10H16NOP", "method": "wB97M-V/def2-TZVPD", "e_above_lowest_ev": 8.5796, "fmax_ev_per_a": 4.80, "homo_lumo_gap_ev": [7.5694, 7.6696], "charge": 0, "e_tot_ev": -23448.851, "symbols": ["C", "C", "C", "C", "C", "C", "C", "C", "C", "C", "N", "O", "P", "H", "H", "H", "H", "H", "H", "H", "H", "H", "H", "H", "H", "H", "H", "H", "H"], "coordinates": [[-1.93566, -2.15261, -0.04234], [-1.30304, -1.94162, 1.12004], [-0.21370, -0.92344, 1.06247], [-0.79426, 0.31232, 0.51177], [2.08753, -0.37903, -1.73734], [2.52140, 0.64112, -0.70102], [0.68472, 0.11164, -2.12569], [1.47822, 1.68836, -0.71694], [-1.50113, -2.66793, 2.43028], [-1.58780, 2.96931, 0.72927], [0.30503, 1.22921, -1.32357], [0.96606, -1.12574, 1.13257], [-1.84838, 1.27512, 1.41436], [-2.66672, -2.85198, -0.19607], [-1.61770, -1.36198, -0.86925], [2.69663, -0.39874, -2.56106], [2.01897, -1.35143, -1.35053], [2.71921, 0.17707, 0.19026], [3.52442, 0.91200, -0.98329], [0.68829, 0.43277, -3.18711], [0.01682, -0.78494, -2.10497], [1.24733, 2.19096, 0.26104], [1.78291, 2.61862, -1.40785], [-2.21708, -2.24163, 3.14662], [-1.95171, -3.64397, 2.37371], [-0.61321, -2.84512, 3.09251], [-1.43676, 3.73319, 1.49980], [-0.58878, 2.96735, 0.00802], [-2.46160, 3.41111, 0.33431]], "atomic_forces_ev_per_a": [[2.848, 3.844, -0.360], [-0.176, -1.355, 0.988], [-1.231, 0.325, -2.386], [0.294, 2.377, 0.463], [-1.925, 1.056, 1.199], [1.682, -0.439, -1.824], [-0.112, -1.647, -1.310], [0.824, 4.072, 0.258], [0.073, -0.641, 1.504], [3.385, 0.075, -0.999], [-2.304, -1.228, 1.234], [0.717, -0.404, 0.982], [0.984, -0.286, -0.781], [-1.630, -1.671, -0.470], [-1.100, -2.136, 1.451], [1.616, -0.005, -2.027], [0.052, -1.350, 0.693], [-0.352, -0.974, 2.533], [0.341, 1.105, -0.272], [-0.187, 0.084, 0.326], [-0.120, 1.076, 0.120], [0.425, -0.585, -0.790], [-0.233, -1.622, 1.128], [0.101, 0.896, -0.487], [-0.034, -0.652, -0.837], [-0.235, 0.498, -1.120], [0.559, -0.576, 0.564], [-3.194, 0.220, 1.627], [-1.067, -0.055, -1.407]]}

***

{"formula": "C10H16NOS", "method": "wB97M-V/def2-TZVPD", "e_above_lowest_ev": 4.4608, "fmax_ev_per_a": 4.27, "homo_lumo_gap_ev": [4.2572, 4.9435], "charge": 1, "e_tot_ev": -24989.746, "symbols": ["C", "C", "C", "C", "C", "C", "C", "C", "C", "C", "N", "O", "S", "H", "H", "H", "H", "H", "H", "H", "H", "H", "H", "H", "H", "H", "H", "H", "H"], "coordinates": [[-3.07326, -0.69299, -2.99418], [-1.94418, -1.36031, -2.50559], [-3.87239, 0.08937, -2.21946], [-1.58615, -1.16336, -1.15096], [-3.43763, 0.45692, -0.93372], [-2.30792, -0.19106, -0.53027], [-1.38106, 2.03251, 0.71070], [4.98561, -0.43897, -0.30682], [-1.36389, 0.80367, 1.52282], [-1.82708, 0.54904, 2.85586], [5.52852, -1.72205, -0.63181], [-2.60793, 1.49645, 3.43963], [-1.53861, -1.00357, 3.62991], [-3.42176, -0.84710, -4.08446], [-1.23196, -2.06573, -2.92909], [-4.82348, 0.45150, -2.70282], [-0.78275, -1.75149, -0.75773], [-3.98976, 1.29662, -0.29242], [-0.97069, 2.80519, 1.40836], [-0.73930, 2.00468, -0.08398], [-2.42131, 2.23581, 0.36975], [4.02416, -0.44744, 0.30052], [5.61130, 0.33969, 0.23366], [4.56900, 0.16959, -1.11105], [-0.59275, 0.07351, 1.27504], [5.80601, -1.91638, -1.59613], [5.43324, -2.57929, -0.16111], [-3.41264, 1.24616, 3.89043], [-2.03203, -0.64678, 4.97646]], "atomic_forces_ev_per_a": [[0.282, -1.919, -3.131], [0.127, 0.399, 1.466], [-1.036, 1.207, -0.032], [-0.208, 0.572, -0.222], [-1.262, 1.762, 1.665], [-0.537, -0.164, 0.704], [-1.814, 1.775, 3.429], [-1.663, 1.515, 1.648], [0.493, -2.887, -0.030], [-1.991, 0.606, -0.769], [0.881, 0.762, -2.088], [1.585, -0.123, -1.334], [-0.810, 1.417, 1.726], [0.794, 0.076, 1.932], [-0.769, 0.187, -0.972], [1.151, -0.045, 1.012], [0.298, 0.059, 0.409], [1.183, -2.203, -1.526], [-0.768, 0.114, -0.781], [1.498, -0.442, -2.133], [0.980, 0.577, 0.435], [1.099, -0.663, -0.147], [0.013, -1.334, -0.377], [0.501, -0.566, -0.910], [0.120, 0.205, 0.041], [-0.262, 0.593, 0.683], [-0.580, -0.307, 1.191], [-0.125, -0.719, 0.487], [0.817, -0.454, -2.379]]}

***

{"formula": "C10H16O", "method": "wB97M-V/def2-TZVPD", "e_above_lowest_ev": 1.3114, "fmax_ev_per_a": 1.93, "homo_lumo_gap_ev": 9.1728, "smiles": "Cc1ccc(O)cc1.CCC", "charge": 0, "e_tot_ev": -12676.413, "symbols": ["C", "C", "C", "C", "C", "O", "C", "C", "H", "H", "H", "H", "H", "H", "H", "H", "C", "C", "C", "H", "H", "H", "H", "H", "H", "H", "H"], "coordinates": [[1.76432, 2.58089, -0.35215], [0.40326, 2.16102, -0.84057], [0.06391, 2.50255, -2.15933], [-0.86084, 1.76569, -2.87988], [-1.46408, 0.67215, -2.28779], [-2.21093, -0.14741, -3.09744], [-1.30882, 0.42220, -0.93769], [-0.33883, 1.14553, -0.25334], [2.55539, 2.55982, -1.10372], [2.09206, 2.04559, 0.54748], [1.75406, 3.59202, 0.06329], [0.63558, 3.29213, -2.63088], [-1.13559, 2.12114, -3.86969], [-2.34002, -0.98954, -2.62455], [-1.94102, -0.22713, -0.35051], [-0.21543, 0.95818, 0.80164], [-0.72502, -1.52063, 2.55994], [0.62246, -2.24125, 2.44936], [0.90089, -2.87384, 1.10094], [-1.48167, -1.98513, 1.91923], [-0.58524, -0.50265, 2.20304], [-1.16767, -1.55452, 3.55132], [1.40842, -1.54684, 2.74222], [0.72384, -2.98726, 3.23144], [0.52482, -2.30859, 0.23887], [1.95665, -3.10270, 0.97996], [0.36952, -3.83141, 0.99879]], "atomic_forces_ev_per_a": [[-0.112, 1.004, 1.648], [0.774, -0.909, -1.430], [0.156, -0.334, 0.542], [0.121, 1.003, -0.016], [-0.563, -0.526, -0.465], [-0.237, -0.382, 0.440], [0.457, 0.755, 0.421], [-0.229, 0.464, 0.415], [-0.273, -0.243, -0.039], [-0.084, -0.496, -0.438], [-0.079, 0.365, -0.377], [-0.156, 0.068, -0.170], [0.090, -0.563, -0.023], [-0.068, 0.525, -0.325], [-0.027, -0.480, -0.345], [0.259, -0.213, 0.119], [-0.052, -0.422, -0.562], [-0.015, 0.167, 0.623], [-0.475, -0.608, -0.421], [0.133, -0.051, -0.114], [-0.323, 0.125, 0.240], [0.266, 0.318, 0.227], [0.133, 0.297, -0.333], [-0.247, -0.437, 0.037], [0.371, 0.353, 0.266], [0.096, 0.122, -0.165], [0.082, 0.097, 0.244]]}

***

Which value of charge does entry 3 give? 0

***

Which value of charge does entry 3 give? 0

***

What is the charge in the third record? 0

***

Which value of charge does entry 3 give? 0